1 | The molecule C8H14. Source: the Open Molecules 2025 dataset; level of theory: wB97M-V/def2-TZVPD.

Last column: Mulliken charge in e.
CARTESIAN COORDINATES (ANGSTROEM)
C  0.2008  -3.1148  0.4120  -0.783
C  0.9480  -1.0691  -0.5716  -0.409
C  -0.5346  1.4383  0.9435  -0.258
C  -1.8714  0.8794  1.5224  -1.184
C  1.9671  1.0943  -1.4879  -1.254
C  0.8806  0.2186  -0.7387  0.332
C  -0.3305  1.0195  -0.4837  -0.924
C  -0.1225  -1.9700  -0.1219  -0.056
H  -0.3578  1.8391  -1.1877  0.491
H  2.8593  0.9807  -0.8397  0.355
H  -0.7964  2.5403  1.0668  0.229
H  1.6916  2.1373  -1.4966  0.342
H  -1.9140  -0.1742  1.9531  0.237
H  -2.5787  0.8331  0.6849  0.327
H  -0.6505  -3.8161  0.7892  0.208
H  -1.2033  -1.6640  -0.3916  0.205
H  1.2286  -3.4890  0.5592  0.274
H  -1.1609  0.4442  -0.9399  0.434
H  0.4049  1.3130  1.5368  0.341
H  1.8388  0.6273  -2.5895  0.267
H  1.8369  -1.5620  -0.8776  0.436
H  -2.3360  1.4940  2.2587  0.388

Values from the calculation:
Gap between HOMO and LUMO ... 9.64 eV
HOMO energy ... -8.58 eV

---

2 | A structure of composition C8H14. Source: the Open Molecules 2025 dataset; level of theory: wB97M-V/def2-TZVPD.

Last column: Mulliken charge in e.
CARTESIAN COORDINATES (ANGSTROEM)
C  -0.8045  1.4147  -0.5577  -0.649
C  0.6474  1.1833  0.3477  -0.017
C  -0.0151  -0.6884  -0.1117  -0.253
C  -1.9093  0.3515  0.0475  -0.482
C  1.4847  -1.0599  -0.2354  -0.998
C  1.9202  0.4184  -0.3466  -0.510
C  -1.6368  -1.2032  -0.1235  -0.680
C  0.2660  0.0199  1.1503  -0.408
H  -0.3960  0.9317  -1.5511  0.261
H  1.0541  1.8467  1.1640  0.361
H  -3.0048  0.3082  -0.4331  0.320
H  2.0473  -1.5907  0.6108  0.323
H  -1.6703  -1.5373  -1.2150  0.313
H  -0.6673  0.0492  1.5716  -0.093
H  -2.0121  -1.7909  0.6776  0.373
H  0.0666  -0.3663  -1.1975  0.194
H  -1.1662  2.4687  -0.5911  0.413
H  1.7137  -1.5685  -1.2637  0.291
H  2.4174  0.5932  -1.4332  0.286
H  -2.1088  0.4026  1.2538  0.272
H  2.6658  0.4085  0.4535  0.356
H  1.1082  -0.5914  1.7829  0.326

Values from the calculation:
Gap between HOMO and LUMO ... 9.66 eV
HOMO energy ... -8.51 eV

---

3 | The molecule C8H14. Source: the Open Molecules 2025 dataset; level of theory: wB97M-V/def2-TZVPD.

Last column: Mulliken charge in e.
CARTESIAN COORDINATES (ANGSTROEM)
C  0.2587  0.5783  -1.8225  -0.113
C  0.5526  -0.9221  1.1688  -0.241
C  0.4419  2.1067  0.0636  -0.465
C  -0.3297  2.9793  0.7544  -0.672
C  0.0355  -2.0975  1.9894  -1.258
C  0.0438  0.7895  -0.5050  0.338
C  -0.1454  -0.6274  -2.5917  -1.287
C  -0.5768  -0.1670  0.4590  -0.324
H  -1.3953  0.3591  0.9829  0.402
H  -0.2443  4.0944  0.8181  0.292
H  1.1272  -0.3785  1.8576  0.344
H  -0.1173  -0.5795  -3.6905  0.341
H  -1.4012  2.6178  0.8727  0.159
H  -1.1421  -1.1003  -2.4225  0.357
H  0.8545  1.3728  -2.3323  0.339
H  0.7938  -2.8057  2.4098  0.345
H  -0.6281  -1.8355  2.8220  0.304
H  0.4627  -1.5788  -2.2856  0.240
H  1.3956  -1.2872  0.3904  0.252
H  1.5334  2.2515  -0.0748  0.277
H  -0.9476  -0.9913  -0.2163  0.064
H  -0.5719  -2.7788  1.3526  0.307

Values from the calculation:
Gap between HOMO and LUMO ... 9.61 eV
HOMO energy ... -8.57 eV

---

4 | A structure of composition C8H14. Source: the Open Molecules 2025 dataset; level of theory: wB97M-V/def2-TZVPD.

Last column: Mulliken charge in e.
CARTESIAN COORDINATES (ANGSTROEM)
C  0.1626  -0.7037  0.6799  -0.182
C  -0.8500  -1.6357  -2.3305  -0.915
C  1.0070  1.0123  -1.1480  -1.316
C  -1.1747  -0.8803  -1.2920  0.481
C  1.1574  1.2334  2.5805  -0.886
C  1.6306  0.0568  1.7600  -0.754
C  0.2984  0.0355  -0.3179  0.189
C  -2.5690  -0.4877  -0.9327  -1.146
H  0.2941  1.4930  -1.8180  0.344
H  1.9061  1.5498  3.3163  0.322
H  0.2469  0.9895  3.1313  0.272
H  -2.6432  0.5942  -0.7920  0.269
H  1.4968  1.7531  -0.5173  0.387
H  -3.2859  -0.7752  -1.7120  0.394
H  2.5099  0.2650  1.1542  0.363
H  -2.8855  -0.9502  0.0058  0.248
H  -0.4043  -1.3985  1.2599  0.420
H  1.8303  -0.8325  2.3565  0.391
H  1.7603  0.5255  -1.7686  0.277
H  0.1770  -1.8945  -2.5599  0.270
H  -1.6038  -2.0466  -3.0029  0.303
H  0.9389  2.0968  1.9475  0.266

Values from the calculation:
Gap between HOMO and LUMO ... 8.43 eV
HOMO energy ... -7.46 eV

---

Question: which arrangement is favored energetically? Ranking from most to least stable: 3, 1, 4, 2.

---

1 | The molecule C2H3N2P. Source: the Open Molecules 2025 dataset; level of theory: wB97M-V/def2-TZVPD.

Last column: Mulliken charge in e.
CARTESIAN COORDINATES (ANGSTROEM)
P  0.6221  1.3389  0.8048  0.034
N  0.5084  0.1111  -0.4600  -0.353
N  0.1290  -0.9999  0.3047  -0.095
C  -0.1265  -0.5713  1.6212  0.209
C  -0.5501  -1.1492  2.7234  -0.432
H  1.3676  -0.0979  -0.8093  0.269
H  -0.5966  -1.3663  -0.2369  0.285
H  -0.7107  1.8621  0.8157  0.082

Values from the calculation:
Spin multiplicity ... 3
Gap between HOMO and LUMO (spin up / spin down) ... 7.92 / 7.67 eV
HOMO energy (spin up / spin down) ... -7.78 / -9.84 eV

---

2 | The molecule C2H3N2P. Source: the Open Molecules 2025 dataset; level of theory: wB97M-V/def2-TZVPD.

Last column: Mulliken charge in e.
CARTESIAN COORDINATES (ANGSTROEM)
P  -1.1408  -0.4109  0.0253  0.188
N  -1.3601  1.0903  -0.0197  -0.518
N  1.2631  0.1340  0.0167  -0.373
C  0.8066  1.2633  0.0155  0.017
C  0.4954  -0.9617  -0.0171  -0.137
H  1.1022  2.2765  -0.0563  0.359
H  0.8803  -1.9458  0.1490  0.401
H  -2.0467  -1.4458  -0.1135  0.065

Values from the calculation:
Spin multiplicity ... 3
Gap between HOMO and LUMO (spin up / spin down) ... 6.14 / 7.59 eV
HOMO energy (spin up / spin down) ... -5.78 / -9.66 eV

---

Question: which arrangement is favored energetically? Ranking from most to least stable: 2, 1.

---

1 | The molecule C18H22N2O4S2. Source: the Open Molecules 2025 dataset; level of theory: wB97M-V/def2-TZVPD.

Last column: Mulliken charge in e.
CARTESIAN COORDINATES (ANGSTROEM)
S  2.5249  0.8999  -0.3149  1.309
S  5.4103  0.3237  -0.9455  -0.124
O  1.7444  1.1811  0.8572  -0.676
O  -2.3810  -1.8895  -1.8903  -0.696
O  2.5231  1.8440  -1.3877  -0.720
O  -2.3646  0.0760  0.9237  -0.158
N  2.2039  -0.6182  -0.9538  0.222
N  -0.4984  -1.4583  -0.7496  0.195
C  4.1912  0.6372  0.2208  -0.010
C  -1.5671  2.1959  0.3465  -0.330
C  -2.2010  -2.9726  0.2187  -1.117
C  -1.7420  3.4619  -0.1726  -0.550
C  0.3324  -1.4677  0.4315  -0.116
C  1.3457  -0.6347  -2.1228  -1.138
C  4.6747  0.6349  1.4933  -0.312
C  -4.0585  2.9997  -0.5382  -0.580
C  6.0609  0.3741  1.5381  -0.529
C  6.5894  0.1836  0.2994  -0.498
C  -0.1134  -0.4504  -1.7222  -0.223
C  -3.3956  -0.8831  1.0459  -0.926
C  -2.7283  -2.2008  1.4393  -0.673
C  -2.6451  1.3102  0.4148  0.632
C  -2.9887  3.8702  -0.6217  -0.534
C  -1.7042  -2.0552  -0.8906  0.840
C  1.8092  -1.5979  0.0332  -1.486
C  -3.8973  1.7240  -0.0216  -0.533
H  -3.9341  -1.0021  0.0981  0.513
H  2.4409  -1.4551  0.9118  0.382
H  0.0699  -2.3031  1.0774  0.595
H  -3.0259  -3.5340  -0.2249  0.382
H  -0.8966  4.1312  -0.2268  0.436
H  -3.1238  4.8608  -1.0288  0.379
H  0.1969  -0.5299  0.9819  0.014
H  4.0514  0.8223  2.3481  0.524
H  -0.7772  -0.5515  -2.5825  0.499
H  -1.9191  -1.9587  2.1293  0.228
H  -3.4486  -2.8267  1.9679  0.501
H  -0.2386  0.5478  -1.2847  -0.055
H  7.6087  -0.0279  0.0441  0.448
H  1.4943  -1.5905  -2.6343  0.361
H  -4.1059  -0.5650  1.8225  0.548
H  -1.4312  -3.6848  0.5180  0.377
H  -5.0365  3.3090  -0.8775  0.371
H  2.0022  -2.5891  -0.3907  0.497
H  -4.7503  1.0659  0.0331  0.362
H  -0.6000  1.8798  0.7083  0.499
H  1.6669  0.1816  -2.7687  0.479
H  6.6316  0.3326  2.4477  0.390

Values from the calculation:
Gap between HOMO and LUMO ... 8.71 eV
HOMO energy ... -8.30 eV

---

2 | A structure of composition C18H22N2O4S2. Source: the Open Molecules 2025 dataset; level of theory: wB97M-V/def2-TZVPD.

Last column: Mulliken charge in e.
CARTESIAN COORDINATES (ANGSTROEM)
S  -6.0690  -0.0501  -0.1735  1.117
S  -0.1009  -1.2016  0.8031  -0.237
O  -1.0740  1.8913  -1.0471  -0.755
O  6.3353  2.6204  0.0155  -0.371
O  -7.1699  0.2865  -1.1503  -0.681
O  -6.2156  -0.3344  1.1721  -0.646
N  2.1939  -0.1605  0.6732  -0.354
N  -2.6178  0.7491  0.3843  0.232
C  4.1386  -3.7004  -0.6372  -1.351
C  -3.9141  0.0747  -1.6577  -1.964
C  -3.6485  1.2479  -0.6715  -1.402
C  3.5350  -0.0946  0.2182  -0.460
C  -4.8424  -0.9851  -0.8441  -0.620
C  6.3141  -0.0345  -0.6109  -0.414
C  4.2939  1.0370  0.0972  -0.553
C  3.5899  -2.4450  -0.3333  0.681
C  -3.0961  -0.2403  1.5416  -1.397
C  7.5890  2.6860  -0.1908  -0.713
C  2.1746  -2.3557  -0.0689  -1.244
C  5.5358  -0.9580  -0.6880  -1.092
C  -5.0421  1.5098  -0.1916  -1.097
C  -0.5028  0.6735  1.3233  -1.089
C  5.6620  1.2697  -0.1021  0.133
C  4.2210  -0.9785  -0.2403  2.233
C  1.6253  -1.1426  0.3099  0.799
C  -1.4682  1.1172  0.3388  0.704
H  8.3087  1.9301  0.4111  0.244
H  -4.1342  -0.1033  1.4785  0.740
H  3.5326  -4.6514  -0.6986  0.351
H  -3.0530  -0.2724  -1.8682  0.886
H  7.8411  3.6297  -0.0647  0.350
H  -2.9830  0.4524  2.5813  0.300
H  6.1789  -1.9401  -1.0411  -0.029
H  4.7076  -3.4557  -1.8367  0.212
H  -4.2654  0.4138  -2.3951  0.871
H  -3.2271  1.8436  -1.0993  1.879
H  1.5887  -3.2238  0.1170  0.318
H  0.4708  1.1264  0.9080  0.209
H  -4.5063  -1.6179  -0.1766  0.460
H  -5.4875  -1.5922  -1.8407  0.384
H  7.3587  0.2851  -0.7204  0.445
H  -2.5334  -1.0437  1.6479  0.354
H  -5.4683  2.3141  -0.6715  0.453
H  5.0001  -3.9693  -0.0188  0.331
H  3.8907  2.0291  0.5579  0.270
H  -0.7046  0.8250  2.2566  0.861
H  -5.0060  1.7446  0.9427  0.383
H  7.8930  2.4299  -1.3265  0.269

Values from the calculation:
Gap between HOMO and LUMO ... 8.41 eV
HOMO energy ... -8.43 eV

---

Question: which arrangement is favored energetically? Ranking from most to least stable: 1, 2.

---

1 | The molecule C5H5NOS. Source: the Open Molecules 2025 dataset; level of theory: wB97M-V/def2-TZVPD.

Last column: Mulliken charge in e.
CARTESIAN COORDINATES (ANGSTROEM)
S  1.6101  -1.0672  -0.1224  -0.172
O  -2.2396  -0.1344  -0.1348  -0.195
N  -1.5156  1.0451  -0.1459  -0.501
C  0.9435  1.4968  0.0336  -0.816
C  -0.2846  0.7961  0.1256  0.581
C  -1.3140  -1.2314  -0.2028  -0.461
C  1.9863  0.6532  -0.1720  -0.221
C  -0.0612  -0.6939  0.4597  0.088
H  -0.1190  -0.8810  1.5112  0.372
H  -1.8092  -2.0650  0.3625  0.266
H  -1.1600  -1.4338  -1.2976  0.281
H  0.9763  2.5764  -0.0997  0.362
H  2.9871  0.9391  -0.3174  0.416

Values from the calculation:
Gap between HOMO and LUMO ... 8.89 eV
HOMO energy ... -8.40 eV

---

2 | A cluster of 2 separate species, C5H5NOS in total. Source: the Open Molecules 2025 dataset; level of theory: wB97M-V/def2-TZVPD.

Last column: Mulliken charge in e.
CARTESIAN COORDINATES (ANGSTROEM)
S  3.1222  0.4597  1.3057  -0.233
O  -2.3529  0.2478  0.0132  -0.324
N  2.1868  0.6900  -1.2663  -0.368
C  -2.2626  -0.9450  0.6555  -0.211
C  -0.9129  -1.2030  0.9080  -0.555
C  2.1504  0.4155  0.0057  0.304
C  -1.0886  0.6706  -0.2603  -0.537
C  -0.1912  -0.1468  0.3397  0.049
H  -0.7454  -2.1873  1.3142  0.365
H  2.9826  1.2446  -1.7085  0.277
H  -3.1537  -1.4245  1.0123  0.402
H  1.2376  0.6197  -1.6439  0.288
H  -0.9722  1.5588  -0.6753  0.544

Values from the calculation:
Gap between HOMO and LUMO (spin up / spin down) ... 7.97 / 7.97 eV
HOMO energy (spin up / spin down) ... -8.33 / -8.32 eV

---

3 | A structure of composition C5H5NOS. Source: the Open Molecules 2025 dataset; level of theory: wB97M-V/def2-TZVPD.

Last column: Mulliken charge in e.
CARTESIAN COORDINATES (ANGSTROEM)
S  2.9941  -0.2596  0.0059  -0.316
O  -0.1212  1.4810  -0.1212  -0.505
N  -1.8200  -0.4274  -0.0024  -0.615
C  0.3632  0.6222  0.9356  0.082
C  0.3354  0.4395  -1.0220  0.042
C  1.4606  0.2183  0.0086  -0.231
C  -0.6050  -0.6115  0.7845  -0.256
C  -0.5747  -0.7637  -0.6780  -0.280
H  -0.4442  -1.7070  -1.2030  0.408
H  0.4800  1.1004  1.9289  0.471
H  -0.6104  -1.4429  1.5088  0.405
H  0.5343  0.7615  -2.0411  0.482
H  -1.9923  0.5892  -0.1047  0.312

Values from the calculation:
Gap between HOMO and LUMO ... 8.83 eV
HOMO energy ... -9.04 eV

---

Question: which arrangement is favored energetically? Ranking from most to least stable: 1, 3, 2.